Record 1
Density functional theory data (ωB97M-V with the def2-TZVPD basis set) for a structure of composition C25H19N6O2RuS4.

```
57
Properties=species:S:1:pos:R:3:forces:R:3:lowdin_spin:R:1
Ru 0.0815 1.8369 0.9578 0.292 -0.362 0.067 0.785
S -0.7906 2.1062 3.0604 -0.135 -0.081 0.008 -0.007
C -1.8199 3.5101 2.9246 0.049 0.035 -0.080 0.040
C -2.6137 3.8517 4.0635 -0.024 0.001 -0.023 0.004
N -3.2605 4.0878 4.9845 0.018 0.003 0.023 0.019
C -1.8350 4.2421 1.7854 0.016 -0.121 0.083 -0.002
S -0.8598 3.7867 0.4232 -0.123 0.338 -0.136 0.097
C -2.6099 5.4409 1.6733 -0.019 -0.013 0.027 -0.001
N -3.2323 6.4029 1.5830 0.013 0.007 -0.032 -0.010
O -1.7879 0.9400 -2.6670 -0.005 0.022 0.000 0.001
S -1.2529 0.3244 -1.4869 0.126 -0.122 -0.163 0.006
O -2.1058 0.1832 -0.3281 -0.026 0.032 0.033 0.002
N 0.0841 1.0472 -0.9526 -0.212 0.231 0.468 0.023
C 1.1694 1.3623 -1.7500 0.008 -0.071 -0.111 0.000
C 1.3959 1.0240 -3.0650 -0.028 0.006 0.013 0.005
C 2.5965 1.4118 -3.6928 0.020 0.002 -0.002 0.000
C 3.5638 2.1237 -3.0388 -0.001 0.002 -0.004 0.005
C 3.3573 2.4985 -1.6914 -0.017 -0.005 0.009 0.000
C 4.2725 3.2483 -0.9187 0.016 0.007 -0.017 -0.001
C 3.9703 3.5736 0.3719 -0.006 -0.003 0.015 -0.001
C 2.7438 3.1606 0.9201 0.000 0.003 -0.012 -0.003
N 1.8768 2.4581 0.2265 0.046 -0.043 -0.097 -0.007
C 2.1594 2.1152 -1.0676 0.000 -0.010 -0.011 0.003
C -0.7361 -1.3093 -1.9579 -0.017 0.006 -0.011 0.001
C 0.3334 -1.9274 -1.3274 -0.024 -0.039 -0.014 0.001
C 0.6664 -3.2283 -1.6801 0.006 0.027 0.019 0.000
C -0.0655 -3.8957 -2.6517 -0.019 -0.008 -0.014 0.000
C -1.1294 -3.2630 -3.2834 0.017 -0.015 0.004 0.000
C -1.4656 -1.9622 -2.9435 -0.003 0.009 0.004 0.000
H 0.6490 0.4772 -3.6229 0.014 0.010 -0.014 0.000
H 2.7478 1.1338 -4.7277 -0.003 -0.001 0.001 0.000
H 4.4790 2.4143 -3.5370 0.002 -0.001 0.001 0.000
H 5.2080 3.5628 -1.3647 0.001 -0.003 0.003 0.000
H 4.6494 4.1482 0.9846 -0.001 0.002 0.001 0.000
H 2.4603 3.4064 1.9344 0.000 0.003 0.002 0.000
H 0.9094 -1.3964 -0.5809 0.017 0.022 -0.018 0.000
H 1.5077 -3.7095 -1.1976 0.002 -0.004 -0.005 0.000
H 0.1998 -4.9081 -2.9284 0.000 0.000 0.002 0.000
H -1.6929 -3.7808 -4.0484 0.004 -0.001 -0.002 0.000
H -2.2776 -1.4462 -3.4385 0.002 0.000 0.008 0.000
C -3.5274 -1.4931 2.0558 -0.005 -0.010 -0.031 0.000
C -2.1303 -2.0037 2.0729 0.001 -0.007 0.011 0.001
C -1.7512 -3.3180 2.0340 0.019 -0.009 0.033 0.000
C -0.3776 -3.6040 2.0180 -0.045 -0.044 -0.029 0.001
N 0.5536 -2.6607 1.9890 0.014 0.072 0.008 0.002
C 0.1713 -1.3818 1.9784 -0.058 -0.019 0.035 0.009
S 1.3271 -0.1400 1.7668 0.021 0.066 0.015 0.014
N -1.1497 -1.0823 2.0867 0.092 -0.072 -0.078 0.007
C 0.1084 -5.0168 1.9776 -0.002 0.012 -0.008 0.000
H -4.2362 -2.2881 2.2713 0.009 -0.003 -0.001 0.000
H -3.7238 -1.0833 1.0623 -0.021 0.019 0.024 0.000
H -3.6541 -0.6857 2.7779 -0.002 -0.008 0.008 0.000
H -2.4906 -4.1041 2.0223 0.002 -0.001 -0.007 0.000
H -1.4034 -0.0972 2.0917 -0.049 0.145 -0.020 0.005
H -0.6832 -5.7263 2.2079 0.000 0.000 0.006 0.000
H 0.9379 -5.1434 2.6707 0.012 0.004 -0.004 0.000
H 0.4833 -5.2234 0.9728 0.007 -0.014 0.014 0.000
```
Forces are in eV/Å.

As for the LUMO energy (alpha / beta): -0.635 / -1.561 eV. As for the total charge: 0. The value obtained for the highest occupied orbital energy (alpha / beta) is -8.21 / -8.02 eV. As for the multiplicity: 2.

***

Record 2
Density functional theory data (ωB97M-V with the def2-TZVPD basis set) for a structure of composition C35H42AsBCdClN3O4S4.

```
92
Properties=species:S:1:pos:R:3:forces:R:3:nbo_charge:R:1
Cd -0.0913 -0.0563 -0.3505 -0.011 0.392 0.193 1.345
O 0.0745 4.0842 5.6230 0.025 0.054 0.007 -0.650
C -0.2378 3.1189 4.9480 -0.015 0.027 0.103 0.153
S -0.0557 1.4533 5.4587 -0.117 -0.209 -0.260 0.269
C -0.7338 0.6402 4.0110 0.041 0.635 -0.187 -0.365
C -1.1147 1.4714 3.0046 0.153 0.144 0.644 -0.439
S -1.8677 1.0643 1.4907 0.334 -0.169 -0.469 -0.499
S -0.9416 3.2151 3.3491 -0.023 -0.212 -0.151 0.261
S -0.8150 -1.0635 4.0806 0.064 -0.875 0.177 -0.534
C 1.4125 -6.9157 5.2980 -0.024 0.013 -0.113 -0.622
C 1.7192 -5.6301 4.5047 0.154 -0.033 0.019 -0.065
C 0.8631 -4.5101 5.1035 0.021 -0.030 -0.140 -0.627
C 3.2066 -5.3174 4.7236 -0.158 -0.010 -0.046 -0.631
C 1.4282 -5.8767 2.9835 -0.338 0.285 -0.009 0.297
O 2.0437 -7.1298 2.6076 0.110 0.052 -0.042 -0.747
C -0.0864 -6.0246 2.6923 0.133 0.066 -0.024 -0.428
C -0.9350 -4.7994 2.3002 -0.064 -0.086 0.134 -0.445
C -2.3921 -5.0975 2.5725 0.074 0.024 -0.075 -0.012
C -3.1088 -4.3505 3.5028 0.097 0.066 -0.045 -0.136
C -4.4163 -4.6863 3.8262 -0.030 -0.023 0.027 -0.247
C -5.0060 -5.7759 3.2108 0.064 0.035 0.014 -0.033
Cl -6.6316 -6.2454 3.6486 -0.078 0.014 0.007 -0.044
C -4.3321 -6.5107 2.2514 0.044 -0.017 -0.037 -0.250
C -3.0283 -6.1607 1.9352 -0.051 0.002 0.042 -0.202
C 2.1467 -4.9550 1.9508 0.211 -0.290 0.129 -0.231
N 2.0033 -3.5166 1.9250 -0.403 0.133 -0.018 -0.203
C 1.3968 -2.7621 0.9886 0.077 -0.070 0.068 0.195
N 1.5623 -1.4900 1.2467 -0.321 0.035 -0.180 -0.501
C 2.2900 -1.4936 2.3879 0.015 -0.176 -0.068 0.189
N 2.6056 -2.6951 2.8156 0.127 -0.075 0.266 -0.314
H 1.4636 -6.6878 6.3632 0.008 -0.005 0.012 0.217
H 2.1439 -7.7023 5.0953 -0.006 0.001 0.030 0.196
H 0.4098 -7.3017 5.0986 0.011 -0.022 0.063 0.201
H 1.1453 -4.3679 6.1492 -0.024 -0.007 0.003 0.206
H -0.2018 -4.7513 5.0768 -0.008 -0.017 0.034 0.205
H 1.0019 -3.5565 4.6057 0.007 0.196 -0.105 0.263
H 3.4271 -5.3358 5.7937 -0.003 0.000 0.006 0.199
H 3.4455 -4.3274 4.3455 0.088 0.062 -0.033 0.250
H 3.8348 -6.0648 4.2322 0.006 0.020 0.009 0.202
H 1.6000 -7.8225 3.1049 -0.024 -0.028 -0.015 0.467
H -0.5592 -6.4789 3.5659 0.025 -0.062 -0.044 0.206
H -0.1534 -6.7550 1.8808 -0.042 -0.030 0.037 0.207
H -0.8091 -4.5846 1.2371 0.058 0.111 0.013 0.213
H -0.6538 -3.9105 2.8603 0.063 0.152 -0.043 0.257
H -2.6426 -3.4793 3.9565 -0.026 -0.004 0.015 0.255
H -4.9680 -4.1050 4.5523 -0.003 0.002 -0.012 0.227
H -4.8195 -7.3438 1.7625 -0.012 0.013 0.005 0.214
H -2.5011 -6.7304 1.1776 0.014 0.001 0.025 0.204
H 1.8130 -5.3168 0.9772 0.063 0.036 -0.032 0.216
H 3.2107 -5.1789 2.0363 -0.015 -0.002 -0.040 0.223
H 0.8721 -3.1544 0.1317 -0.049 -0.121 0.059 0.211
H 2.5991 -0.5967 2.8958 -0.050 0.002 0.060 0.214
C -3.0217 3.7868 -1.4562 0.053 -0.078 0.092 -0.979
As -1.2446 2.9296 -1.3236 0.026 0.313 -0.192 0.982
C -0.5791 3.6624 -3.0459 0.034 -0.043 0.010 -0.992
C -0.3586 4.2430 -0.0968 -0.031 -0.122 -0.146 -0.761
C -0.3376 5.6415 -0.5842 -0.012 0.162 -0.104 -0.011
C 0.7274 6.1299 -1.3473 0.018 -0.032 0.075 -0.166
C 0.6974 7.4018 -1.8958 -0.034 0.066 -0.046 -0.237
C -0.4047 8.2230 -1.6993 -0.015 0.053 0.020 -0.256
C -1.4532 7.7715 -0.9091 -0.004 0.036 -0.047 -0.217
C -1.4129 6.5042 -0.3499 0.034 -0.054 0.058 -0.220
H -2.9527 4.8288 -1.7721 0.023 0.004 0.011 0.204
H -3.5208 3.7201 -0.4891 0.020 -0.015 0.012 0.235
H -3.6162 3.2309 -2.1836 0.044 -0.029 -0.005 0.216
H -0.8213 4.7147 -3.2052 -0.040 -0.002 0.060 0.205
H -1.0138 3.0665 -3.8512 -0.007 -0.023 0.020 0.215
H 0.5043 3.5390 -3.0856 0.003 -0.021 -0.014 0.221
H 0.6474 3.8434 0.0407 -0.010 0.001 0.060 0.239
H -0.8967 4.1449 0.8426 0.022 -0.042 0.020 0.259
H 1.5921 5.4939 -1.4991 -0.024 -0.020 -0.062 0.201
H 1.5299 7.7602 -2.4905 0.028 -0.053 0.012 0.197
H -0.4424 9.2099 -2.1451 0.020 -0.002 0.010 0.195
H -2.3109 8.4118 -0.7373 0.009 -0.011 0.051 0.199
H -2.2172 6.1674 0.2937 -0.048 -0.023 -0.069 0.216
C 1.7913 0.7773 -1.2856 -0.060 0.088 0.048 -1.317
H 1.5210 1.3557 -2.1789 -0.023 -0.004 0.030 0.175
H 2.4352 -0.0407 -1.6320 -0.086 -0.081 0.060 0.181
H 2.4214 1.4206 -0.6615 -0.108 -0.001 0.098 0.184
O -2.0828 -2.0910 -2.5565 0.113 -0.308 0.342 -0.685
B -1.5883 -0.9428 -1.8663 0.045 0.189 -0.194 0.353
O -2.0845 0.1796 -2.6075 -0.156 0.079 -0.120 -0.704
C -2.8071 -0.2789 -3.6542 -0.027 -0.370 -0.128 0.307
C -3.4352 0.4191 -4.6641 0.105 0.108 0.125 -0.284
C -4.0879 -0.3231 -5.6484 -0.027 -0.012 -0.022 -0.238
C -4.1141 -1.7102 -5.6007 -0.029 0.013 -0.081 -0.247
C -3.4739 -2.4116 -4.5781 0.083 -0.119 0.108 -0.253
C -2.8132 -1.6745 -3.6193 -0.107 0.366 -0.161 0.222
H -3.4031 1.5010 -4.6926 -0.012 -0.005 0.012 0.217
H -4.5741 0.1944 -6.4665 -0.031 -0.010 0.020 0.198
H -4.6315 -2.2605 -6.3774 -0.004 -0.001 0.010 0.196
H -3.4873 -3.4934 -4.5418 0.021 0.004 0.014 0.210
```
Forces are in eV/Å.

As for the LUMO energy: 3.636 eV. As for the total charge: -2. The value obtained for the highest occupied orbital energy is -0.67 eV.

***

Record 3
Density functional theory data (ωB97M-V with the def2-TZVPD basis set) for a structure of composition C13H13N4OReSSbSe4.

```
38
Properties=species:S:1:pos:R:3:forces:R:3:lowdin_spin:R:1
Re 1.3208 1.3731 0.9970 0.878 1.339 0.932 0.561
N -0.8521 -0.3173 4.2693 -0.034 -0.007 -0.035 -0.010
C -0.1995 -0.0670 3.1282 0.078 -0.011 -0.062 -0.011
S 1.3545 0.7711 3.2573 0.227 -0.331 -0.409 -0.004
N -0.6965 -0.4893 2.0022 -0.530 -0.300 0.155 -0.010
N -0.0135 -0.0738 0.9073 0.280 -0.172 -0.297 -0.026
C -0.0172 -0.8001 -0.2023 -0.346 0.004 0.659 0.093
C -0.6662 -2.1198 -0.2916 -0.127 -0.060 -0.014 0.008
C 0.0562 -3.2241 -0.7432 0.005 0.122 0.051 0.010
C -0.5423 -4.4720 -0.7961 0.044 -0.093 -0.021 -0.001
C -1.8640 -4.6276 -0.4065 -0.014 0.019 -0.016 0.009
C -2.5916 -3.5285 0.0289 -0.007 0.015 0.016 -0.001
C -1.9973 -2.2800 0.0947 0.013 0.034 -0.132 0.010
C 0.6576 -0.1688 -1.3151 0.115 0.334 -0.266 0.010
C 0.6009 -0.6371 -2.6267 -0.080 -0.093 0.076 0.015
C 1.1504 0.1151 -3.6414 0.053 0.137 0.042 0.006
C 1.7415 1.3399 -3.3356 -0.045 -0.093 -0.058 0.017
C 1.8025 1.7379 -2.0232 0.064 0.155 0.116 0.007
N 1.2960 1.0039 -1.0156 0.083 -0.940 -0.795 0.022
H -0.5404 0.1258 5.1148 -0.023 -0.031 0.027 0.000
H -1.7982 -0.6590 4.2189 0.018 0.008 0.007 0.000
H 1.0948 -3.1071 -1.0302 0.000 -0.019 -0.008 0.000
H 0.0282 -5.3260 -1.1374 -0.004 0.004 0.009 0.000
H -2.3293 -5.6037 -0.4454 0.007 0.000 -0.009 0.001
H -3.6266 -3.6416 0.3231 0.007 -0.009 -0.009 0.000
H -2.5623 -1.4214 0.4263 -0.009 0.001 0.052 0.000
H 0.0923 -1.5687 -2.8276 0.010 0.011 -0.012 0.001
H 1.1003 -0.2264 -4.6661 -0.019 -0.011 0.006 0.000
H 2.1451 1.9813 -4.1051 -0.005 0.002 0.007 0.001
H 2.2354 2.6881 -1.7405 0.024 -0.021 0.000 0.001
O 3.4731 2.3586 1.1213 -0.349 -0.520 -0.055 0.021
H 3.7463 2.6117 2.0087 -0.022 0.120 0.090 0.001
H 3.7630 3.0565 0.5255 -0.083 0.141 -0.038 0.002
Se -3.7391 3.9422 0.7720 0.696 -0.183 0.002 0.225
Sb -1.6280 5.1424 0.7596 -2.462 2.335 -0.228 0.000
Se 0.3058 3.3231 1.0809 0.912 -0.424 0.176 0.171
Se -1.0533 6.1979 -1.3538 0.365 -0.729 0.357 -0.094
Se -1.2473 6.5910 2.6673 0.281 -0.736 -0.318 -0.034
```
Forces are in eV/Å.

As for the LUMO energy (alpha / beta): -2.474 / -2.733 eV. As for the total charge: 0. The value obtained for the highest occupied orbital energy (alpha / beta) is -6.56 / -6.55 eV. As for the multiplicity: 2.

***

Record 4
Density functional theory data (ωB97M-V with the def2-TZVPD basis set) for the molecule C3H5N3.

```
11
Properties=species:S:1:pos:R:3:forces:R:3:nbo_charge:R:1
N -1.8208 -0.0626 0.3004 -0.229 0.330 0.013 -0.841
C -0.4655 0.1231 -0.0413 0.197 0.353 0.338 0.326
C 0.4210 -0.9121 -0.2529 -0.124 0.663 -0.274 -0.462
C 1.6864 -0.3276 0.0231 0.232 0.318 -0.199 -0.035
N 1.5796 0.9729 0.2302 0.132 -0.118 0.130 -0.264
N 0.2616 1.2455 0.1472 -0.193 0.217 0.382 -0.354
H -1.8248 -0.8564 0.9351 -0.204 0.214 -0.165 0.387
H -2.4642 -0.2786 -0.4429 -0.033 0.229 -0.387 0.379
H 0.0030 -1.3131 -1.1647 0.521 -2.256 0.258 0.244
H 2.6367 -0.7932 0.2624 -0.067 0.019 -0.668 0.209
H -0.0129 2.2022 0.0035 -0.232 0.031 0.573 0.411
```
Forces are in eV/Å.

As for the LUMO energy: 0.886 eV. As for the total charge: 0. The value obtained for the highest occupied orbital energy is -8.88 eV. The structure (SMILES) is Nc1ccn[nH]1.